No. 1
CH4N2O in the gas phase, computed with the ωB97M-V functional and the def2-TZVPD basis.

HOMO level, eV: -10.18
Kohn-Sham gap, Ha: 0.4104
Net charge: 0
Relative energy (zero: lowest compared OMol25 entry of this formula, charge and spin), kJ/mol: 369.0

Positions of all 8 atoms, in Å:
1 C -1.0393 -0.2263 0.4001
2 N 1.2523 -0.0362 0.1671
3 N 0.1317 -0.0113 -0.3732
4 O 2.1472 0.3949 -0.7000
5 H -1.7134 -0.7707 -0.2066
6 H -0.9984 -0.7521 1.2824
7 H -1.4261 0.7658 0.8877
8 H 1.6460 0.6360 -1.4574



No. 2
A molecular structure, C9H13AgNO3Se, computed with the ωB97M-V functional and the def2-TZVPD basis.

HOMO level, eV: -4.32
Kohn-Sham gap, Ha: 0.2704
Net charge: -1
Relative energy (zero: lowest compared OMol25 entry of this formula, charge and spin), kJ/mol: 37.0

Positions of all 28 atoms, in Å:
1 Ag 0.8799 0.4487 0.9529
2 N -1.2876 -0.6284 0.0168
3 C -2.2187 -1.2975 0.9330
4 C -1.4730 -1.9369 2.1009
5 C -0.9041 -0.8670 3.0633
6 O -1.6366 -0.4833 3.9766
7 O 0.2813 -0.4573 2.8162
8 H -1.7852 -0.0509 -0.6488
9 H -0.7718 -1.3293 -0.5060
10 H -2.8029 -2.0710 0.4134
11 H -2.9239 -0.5602 1.3224
12 H -0.6643 -2.5580 1.7086
13 H -2.1712 -2.5530 2.6682
14 Se 2.1595 1.2458 -1.0608
15 C 3.6462 2.2995 -0.5026
16 C 4.1708 2.2248 0.7869
17 C 5.2714 2.9895 1.1424
18 C 5.8669 3.8409 0.2216
19 C 5.3433 3.9258 -1.0616
20 C 4.2420 3.1640 -1.4209
21 H 3.6990 1.5661 1.5050
22 H 5.6679 2.9198 2.1487
23 H 6.7278 4.4357 0.5019
24 H 5.7941 4.5942 -1.7864
25 H 3.8292 3.2356 -2.4193
26 O 1.3251 -2.3486 -0.6742
27 H 1.6925 -2.2771 0.2130
28 H 1.7026 -1.5962 -1.1524



No. 3
A molecular structure, C12H29Cl2O2P2Sn, computed with the ωB97M-V functional and the def2-TZVPD basis.

HOMO level (alpha / beta), eV: -19.67 / -19.06
Kohn-Sham gap (alpha / beta), Ha: 0.2238 / 0.1867
Net charge: +3

Positions of all 48 atoms, in Å:
1 C 1.3422 -0.0201 -4.1714
2 C 1.4985 -0.0491 -2.6871
3 H 2.3067 0.0549 -4.6826
4 H 0.7315 0.8642 -4.4678
5 H 0.8482 -0.9567 -4.5083
6 O 2.4718 -0.0376 -1.9659
7 Cl -2.7436 -0.5282 -3.0569
8 Sn -0.6903 -0.1845 -1.8682
9 P -0.0990 2.2937 -0.9752
10 C 1.1387 3.0047 0.1490
11 C 0.2993 3.2465 -2.4691
12 H 0.1791 4.3023 -2.1807
13 H -1.4366 4.2821 -0.7567
14 H -0.3889 3.0088 -3.2897
15 H -2.4935 2.8200 -0.9531
16 H 2.1355 2.8899 -0.2944
17 H 1.3364 3.0632 -2.7748
18 C -1.6001 3.2314 -0.4552
19 H 0.9186 4.0803 0.2625
20 H -1.7259 3.1672 0.6395
21 H 1.1182 2.5093 1.1267
22 P 0.0913 -2.4554 -0.6859
23 C 1.5079 -3.0145 0.3299
24 C -1.2986 -3.3755 0.0942
25 H -0.3569 -3.2510 -2.9398
26 H 0.2457 -4.5342 -1.8312
27 H 1.3924 -3.3337 -2.5306
28 C 0.3718 -3.4880 -2.1540
29 H -2.2261 -3.1751 -0.4599
30 H -1.0542 -4.4498 0.0628
31 H 1.4094 -4.0988 0.4957
32 H 1.5405 -2.4960 1.2968
33 H -1.4322 -3.0424 1.1340
34 H 2.4389 -2.8144 -0.2148
35 Cl -2.1618 -0.1495 0.2017
36 C -0.9395 0.9197 4.2666
37 C -0.3711 -0.5162 4.4042
38 C 0.3785 -0.7818 3.0925
39 O 0.1623 0.3233 2.1878
40 C -0.8151 1.2230 2.7653
41 H -1.9800 0.9774 4.6033
42 H -0.3243 1.6293 4.8345
43 H -1.1834 -1.2474 4.5011
44 H 0.2955 -0.6112 5.2583
45 H 1.4686 -0.8671 3.2427
46 H 0.0136 -1.7038 2.5979
47 H -1.7892 1.0124 2.2766
48 H -0.5305 2.2779 2.5498